(1)
C33H33F3N6O3S2Ti | ωB97M-V with the def2-TZVPD basis set

```
! RIJCOSX wB97M-V def2-TZVPD def2/J DEFGRID3
* xyz 0 3
Ti 0.17072 0.05047 -0.43911
C 2.55308 0.02498 1.55034
N 2.16966 -0.89303 0.46060
C 3.09924 -0.69645 -0.66320
C 2.96672 0.68587 -1.23464
C 4.01481 1.26464 -1.91372
C 3.83221 2.47644 -2.57434
C 2.54173 2.99536 -2.58539
C 1.54835 2.37435 -1.86603
N 1.74052 1.26497 -1.09985
C 2.31024 -2.30518 0.90754
C 1.29674 -2.93015 1.84903
C 1.50988 -4.24603 2.25381
C 0.58962 -4.84308 3.09511
C -0.50372 -4.10534 3.52062
C -0.62752 -2.80386 3.06888
N 0.25031 -2.23095 2.24608
C 1.37592 0.68263 2.21655
C 1.52025 1.22631 3.47525
C 0.43554 1.82507 4.10360
C -0.77401 1.80129 3.42437
C -0.83489 1.25482 2.16020
N 0.22493 0.72925 1.50586
H 3.15118 -0.49759 2.30405
H 3.17831 0.82234 1.14343
H 4.13754 -0.88811 -0.35680
H 2.84812 -1.40997 -1.45268
H 4.97146 0.75886 -1.94316
H 4.64450 2.96215 -3.09470
H 2.30624 3.88229 -3.15754
H 0.54715 2.76760 -1.90149
H 2.32600 -2.92545 0.01068
H 3.28992 -2.42414 1.39399
H 2.37850 -4.78731 1.89922
H 0.72511 -5.86763 3.41605
H -1.24301 -4.53289 4.18307
H -1.47249 -2.18527 3.35418
H 2.48318 1.17383 3.96804
H 0.52691 2.25779 5.08971
H -1.67290 2.20360 3.87250
H -1.77434 1.19281 1.63426
S -3.35947 -0.49827 0.55416
C -2.34836 -1.71073 0.02861
N -1.09229 -1.67867 -0.44616
C -0.69258 -2.93464 -0.90210
C 0.46448 -3.24108 -1.62394
C 0.69972 -4.54158 -2.03855
C -0.18459 -5.57038 -1.73387
C -1.35302 -5.29036 -1.04551
C -1.59649 -3.98235 -0.66007
S -3.02283 -3.35463 0.08826
H 1.13440 -2.44894 -1.92123
H 1.57686 -4.75624 -2.63604
H 0.01777 -6.58045 -2.06472
H -2.07978 -6.06375 -0.83411
O -1.07492 1.32850 -0.76343
C -1.61277 2.45063 -0.66806
C -2.97966 2.65363 -1.25351
C -3.93567 3.62594 -0.53223
C -3.61787 3.80222 0.95432
C -2.52251 4.84667 1.20192
C -1.43870 4.79545 0.12398
N -0.92440 3.45515 -0.08444
H -3.41051 1.65234 -1.25920
H -2.86582 2.93004 -2.30641
H -4.93819 3.20990 -0.62763
H -3.94574 4.60160 -1.02303
H -3.31417 2.83524 1.36210
H -4.51618 4.10744 1.49263
H -2.06720 4.67289 2.18026
H -2.95092 5.85194 1.20658
H -0.60070 5.43624 0.39622
H -1.83515 5.15895 -0.82507
H -0.11463 3.16655 0.44480
F -0.38938 -2.00903 -4.92129
C -0.18367 -0.70249 -4.66303
F 1.13280 -0.47374 -4.86470
F -0.84825 0.00067 -5.58596
C -0.59929 -0.34930 -3.19449
O -1.75241 -0.02726 -2.99054
O 0.38037 -0.47341 -2.38893
*
```

Relative energy (zero: lowest compared OMol25 entry of this formula, charge and spin) in kJ/mol: 159.7
HOMO level (spin up / spin down) in eV: -4.825 / -6.777
HOMO-LUMO gap (spin up / spin down) in eV: 4.597 / 6.928
LUMO (spin up / spin down) in eV: -0.2 / 0.2
<S²>: 2.03


(2)
C33H33F3N6OSeSiW | ωB97M-V with the def2-TZVPD basis set

```
! RIJCOSX wB97M-V def2-TZVPD def2/J DEFGRID3
* xyz 2 1
W 0.16380 0.39892 -0.51355
O -0.01383 -0.16299 1.83931
C -1.29549 -0.51960 2.40948
C -1.88454 0.56589 3.29322
C -1.87452 1.96003 2.65360
C -2.59415 2.06430 1.33658
C -3.80462 2.75535 1.30543
C -4.52143 2.86634 0.13143
C -4.00263 2.26439 -1.00523
C -2.79210 1.61539 -0.91086
N -2.07142 1.50291 0.22501
H 0.59866 0.02250 2.56091
H -1.18357 -1.44491 2.97882
H -1.94983 -0.70742 1.56004
H -1.32984 0.62796 4.23255
H -2.90603 0.27312 3.54085
H -0.84611 2.27835 2.53936
H -2.34059 2.65271 3.35439
H -4.17996 3.20779 2.21206
H -5.45870 3.40323 0.09687
H -4.52611 2.29276 -1.95004
H -2.37544 1.15272 -1.79956
F 5.43034 1.90336 0.11698
C 4.58176 0.89115 -0.06153
C 3.23858 1.17390 -0.21705
C 2.29081 0.16212 -0.39671
C 2.77770 -1.16989 -0.44271
C 4.14830 -1.41154 -0.28077
F 4.62218 -2.66147 -0.27028
C 5.06303 -0.40315 -0.07603
C 1.78198 -2.24129 -0.49504
C 2.07531 -3.57408 -0.78307
C 1.11497 -4.55075 -0.61143
C -0.12048 -4.17882 -0.09625
C -0.37365 -2.83979 0.08966
N 0.51554 -1.86222 -0.15956
H 2.97169 2.22174 -0.20704
H 6.10868 -0.62425 0.07894
H 3.05835 -3.85231 -1.12292
H 1.33060 -5.58257 -0.84906
H -0.87502 -4.91296 0.14210
H -1.34328 -2.53803 0.45731
C 2.34760 1.74620 -3.21833
Si 1.15395 0.36526 -3.73248
C 2.30725 -1.02537 -4.30274
C 0.01371 1.09800 -5.06467
N 0.05777 -0.26746 -2.41425
C -0.92282 -1.17038 -2.85841
C -0.93330 -1.81214 -4.10862
C -1.96472 -2.64556 -4.49953
C -3.06045 -2.87393 -3.68047
C -3.08845 -2.28276 -2.42826
C -2.02880 -1.48781 -2.06917
F -2.05289 -0.91360 -0.80412
H 2.48161 2.39165 -4.08945
H 3.32779 1.34366 -2.97307
H 2.03718 2.37864 -2.39715
H 3.21182 -0.57379 -4.71105
H 1.88956 -1.65347 -5.08803
H 2.60431 -1.67865 -3.48123
H 0.45441 0.94003 -6.04975
H -0.08699 2.17804 -4.94465
H -0.98613 0.66795 -5.08413
H -0.12044 -1.64704 -4.79544
H -1.91246 -3.11546 -5.47130
H -3.87324 -3.50432 -4.00713
H -3.91560 -2.42970 -1.74829
Se -0.68286 3.71753 -2.51156
N -0.26985 4.98910 -1.38198
C 0.25471 4.45792 -0.28636
C 0.77765 5.09328 0.85573
C 1.29789 4.27859 1.84248
C 1.27299 2.88643 1.74174
N 0.75040 2.24167 0.68869
C 0.32339 3.03576 -0.30200
N -0.08526 2.39921 -1.39597
H 0.77728 6.17029 0.93728
H 1.72672 4.72685 2.72668
H 1.68641 2.26071 2.52211
*
```

HOMO level (spin up / spin down) in eV: -12.906 / -13.287
HOMO-LUMO gap (spin up / spin down) in eV: 5.168 / 5.525
LUMO (spin up / spin down) in eV: -7.7 / -7.8


(3)
C33H33IN4OP2SYb | ωB97M-V with the def2-TZVPD basis set

```
! RIJCOSX wB97M-V def2-TZVPD def2/J DEFGRID3
* xyz 1 2
Yb 0.01550 -0.67952 0.08589
C -1.58500 1.16471 2.30132
P -0.65883 -0.35124 2.83847
C -1.89949 -1.58185 3.36448
C -2.88437 -1.28912 4.31147
C -3.80937 -2.25019 4.68669
C -3.75977 -3.52287 4.12664
C -2.77740 -3.83524 3.19820
C -1.84775 -2.86726 2.82252
C 0.19717 0.13888 4.34986
C 1.38196 -0.52221 4.66359
C 2.05073 -0.24230 5.84835
C 1.54400 0.71205 6.71909
C 0.36543 1.38053 6.40703
C -0.30620 1.09756 5.22652
C -0.54756 2.00577 1.62464
C 0.10351 3.15305 2.05069
C 1.15794 3.37722 1.13166
C 1.09764 2.35244 0.19945
C 2.04340 1.96379 -0.89012
P 2.57682 0.23866 -0.49422
C 3.70210 -0.34129 -1.78245
C 4.95871 0.22170 -1.99682
C 5.77124 -0.26048 -3.01336
C 5.34376 -1.31582 -3.81293
C 4.10460 -1.90149 -3.59124
C 3.28785 -1.41780 -2.57439
C 3.58438 0.38991 1.00654
C 3.78283 -0.76991 1.75789
C 4.60429 -0.75697 2.87863
C 5.21956 0.42410 3.26843
C 5.01943 1.58826 2.53398
C 4.21211 1.56928 1.40566
N 0.04799 1.50408 0.48162
H -2.37957 0.86156 1.62106
H -2.04695 1.68704 3.13374
H -2.93205 -0.30298 4.76419
H -4.57148 -2.00832 5.41784
H -4.48388 -4.27198 4.42502
H -2.72684 -4.82912 2.77083
H -1.08078 -3.13029 2.10346
H 1.78725 -1.25850 3.97840
H 2.97155 -0.76092 6.08336
H 2.06581 0.93884 7.64122
H -0.03076 2.12909 7.08198
H -1.21705 1.64009 5.00063
H -0.14128 3.74580 2.92270
H 1.88449 4.17861 1.15785
H 1.54882 1.93064 -1.86184
H 2.88786 2.64554 -0.96660
H 5.30838 1.03763 -1.37216
H 6.74626 0.18209 -3.17867
H 5.98791 -1.69361 -4.59790
H 3.78295 -2.74543 -4.18943
H 2.34365 -1.91465 -2.36431
H 3.31738 -1.70023 1.45416
H 4.76333 -1.66830 3.44489
H 5.85794 0.44010 4.14393
H 5.49585 2.51173 2.84070
H 4.06404 2.48642 0.84646
N 0.64245 -0.16485 -4.24731
C -0.39496 -0.20990 -3.41423
O -0.23457 -0.28096 -2.19601
C -1.76095 -0.24924 -4.04367
I -3.22362 0.86557 -3.00024
H 1.58001 -0.27607 -3.88574
H 0.50756 -0.18784 -5.24330
H -2.09142 -1.28665 -4.06747
H -1.74336 0.15957 -5.04828
N -2.41096 -1.36706 -0.09724
H -2.87194 -1.69134 0.74697
H -2.40431 -2.14835 -0.74796
H -2.99678 -0.65150 -0.51971
S -0.27701 -3.79156 -3.03478
C 0.07281 -3.22060 -1.55983
N 0.32470 -2.79794 -0.48245
*
```

Relative energy (zero: lowest compared OMol25 entry of this formula, charge and spin) in kJ/mol: 0.0
HOMO level (spin up / spin down) in eV: -9.788 / -9.787
HOMO-LUMO gap (spin up / spin down) in eV: 7.444 / 7.262
LUMO (spin up / spin down) in eV: -2.3 / -2.5
<S²>: 0.75


(4)
C33H33N5O3SSeSn | ωB97M-V with the def2-TZVPD basis set

```
! RIJCOSX wB97M-V def2-TZVPD def2/J DEFGRID3
* xyz 0 1
Sn 0.57539 -0.67599 0.39651
O 2.27658 2.42240 0.06433
S 1.52567 2.08840 -1.14212
O 1.81961 0.74844 -1.67944
N -0.01256 2.21712 -1.02176
C -0.61514 3.32645 -0.48217
C 0.01928 4.48429 -0.06514
C -0.69852 5.59170 0.42625
C -2.05842 5.57488 0.52856
C -2.75644 4.40415 0.14492
C -4.16397 4.31211 0.23901
C -4.79471 3.15757 -0.11809
C -3.99961 2.08119 -0.56217
N -2.69800 2.12601 -0.67164
C -2.05389 3.27747 -0.34133
C 2.09510 3.21544 -2.39686
C 1.46114 3.18848 -3.63329
C 1.87780 4.05282 -4.63155
C 2.92259 4.93858 -4.39182
C 3.54814 4.95861 -3.15542
C 3.13275 4.09646 -2.14846
H 1.09644 4.55206 -0.11058
H -0.14460 6.47453 0.72239
H -2.61156 6.42998 0.89615
H -4.72387 5.16836 0.59699
H -5.86979 3.05291 -0.06268
H -4.47597 1.14068 -0.83098
H 0.64695 2.49446 -3.79811
H 1.38788 4.03807 -5.59648
H 3.24582 5.61529 -5.17247
H 4.36190 5.64810 -2.97048
H 3.60801 4.09380 -1.17607
C -2.55879 -1.08587 0.66210
N -1.52234 -1.63302 -0.22293
C -1.68834 -1.10006 -1.58878
C -1.47966 -3.10424 -0.20748
C -0.07223 -3.65358 -0.11984
C 0.09674 -5.02413 -0.30908
C 1.35149 -5.59488 -0.19606
C 2.44423 -4.79292 0.10805
C 2.27113 -3.43049 0.28914
C 1.01441 -2.82325 0.17834
H -3.55703 -1.39171 0.32706
H -2.50190 0.00210 0.64398
H -2.39690 -1.43951 1.67976
H -2.65607 -1.40716 -2.00164
H -0.89600 -1.49142 -2.23037
H -1.62768 -0.00910 -1.56812
H -1.97834 -3.49041 -1.10281
H -2.06070 -3.45832 0.64734
H -0.76077 -5.64561 -0.54595
H 1.47790 -6.65974 -0.34518
H 3.43060 -5.23013 0.20136
H 3.13818 -2.82841 0.53151
Se 4.43675 0.01671 -0.32068
N 3.37657 -0.41649 1.03808
C 3.90916 0.12695 2.12061
C 3.37073 -0.00842 3.44013
C 4.00217 0.60643 4.46823
C 5.19304 1.38480 4.26428
C 5.74463 1.51953 3.03628
C 5.11860 0.87856 1.91926
N 5.57767 0.91448 0.67914
H 2.48992 -0.62018 3.58688
H 3.61790 0.50501 5.47594
H 5.65500 1.85982 5.11976
H 6.64525 2.09470 2.87040
C -0.01823 0.68072 4.97040
C -0.11903 0.54123 3.48073
C -0.19836 1.79422 2.65596
O -0.10446 -0.57417 2.97461
H -0.69791 1.44807 5.33922
H 0.99730 1.01777 5.20061
H -0.19795 -0.27356 5.45885
H -0.31359 2.68201 3.27408
H -1.03062 1.72346 1.95274
H 0.70252 1.90244 2.04085
*
```

Relative energy (zero: lowest compared OMol25 entry of this formula, charge and spin) in kJ/mol: 130.4
HOMO level in eV: -6.961
HOMO-LUMO gap in eV: 6.437
LUMO in eV: -0.5


(5)
C33H34AsClFeN3O5P | ωB97M-V with the def2-TZVPD basis set

```
! RIJCOSX wB97M-V def2-TZVPD def2/J DEFGRID3
* xyz 0 5
Fe 1.45629 -0.17445 2.38703
O 2.45404 3.57879 1.36537
C 2.32759 2.35041 1.52358
N 1.17788 1.69412 1.92664
C 0.07208 2.59734 2.31545
C -0.57624 1.94089 3.48365
C -1.60185 2.58889 4.21982
C -2.29323 1.90104 5.21094
C -1.96431 0.55479 5.40947
C -0.96327 -0.00544 4.65791
N -0.22201 0.68792 3.74938
C 3.49202 1.43377 1.32606
C 4.68666 1.98665 0.88554
C 5.62674 1.12595 0.27673
C 5.38736 -0.21412 0.31613
C 4.30999 -0.67947 1.05952
N 3.29582 0.08547 1.51440
H 0.50837 3.55716 2.58187
H -0.63366 2.70579 1.48177
H -1.77032 3.65422 4.00584
H -3.04973 2.37170 5.86426
H -2.49039 0.01340 6.18044
H -0.68706 -1.04828 4.78262
H 4.88609 3.04840 0.96639
H 6.52849 1.53472 -0.20974
H 6.05665 -0.93332 -0.11943
H 4.25670 -1.77419 1.20465
O -5.04225 0.79992 1.56425
Cl -3.89649 0.58780 0.71094
O -4.30593 0.52131 -0.65204
O -2.93811 1.71247 0.83921
O -3.34128 -0.74080 1.07405
C -2.63325 3.83573 -3.55642
C -3.16299 2.57458 -3.70485
C -2.70845 1.50129 -2.97078
C -1.66805 1.67334 -2.06051
C -1.16802 2.97892 -1.83551
C -1.60845 4.03934 -2.63982
As -0.75538 0.23415 -1.19048
C 0.90347 0.26685 -2.36220
C 1.45383 1.42969 -2.91411
C 2.59337 1.38259 -3.70249
C 3.05805 0.17023 -4.15032
C 2.52331 -1.00437 -3.64099
C 1.44919 -0.97378 -2.75666
C -1.59824 -1.32184 -2.11537
C -2.38609 -2.19953 -1.39936
C -2.81976 -3.43236 -1.93480
C -2.45975 -3.75165 -3.21972
C -1.73069 -2.85654 -4.00109
C -1.36799 -1.60550 -3.46915
H -2.92792 4.64970 -4.19617
H -4.02211 2.40297 -4.39478
H -3.20526 0.52138 -3.05887
H -0.40396 3.09224 -1.06624
H -1.07649 5.00239 -2.50549
H 1.02806 2.38649 -2.62833
H 3.06859 2.31296 -4.01808
H 3.88951 0.16338 -4.86272
H 2.96249 -2.00899 -3.82133
H 1.11832 -1.94587 -2.34682
H -2.72151 -1.86423 -0.42499
H -3.43272 -4.12045 -1.34880
H -2.76448 -4.72736 -3.62575
H -1.46066 -3.11349 -5.02745
H -0.86611 -0.81610 -4.08162
C 1.13623 -3.27406 0.79762
P 0.71861 -2.39797 2.31963
C 0.99827 -3.71944 3.62059
C -1.09169 -2.61368 2.34872
H 0.80092 -4.32144 0.86464
H 2.21999 -3.27578 0.59288
H 0.65739 -2.81422 -0.08295
H 0.46046 -4.64513 3.35412
H 0.65606 -3.38498 4.62794
H 2.09181 -3.89543 3.65555
H -1.50304 -2.72392 3.34806
H -1.39508 -3.52716 1.77475
H -1.59644 -1.74586 1.90777
*
```

HOMO level (spin up / spin down) in eV: -7.846 / -7.837
HOMO-LUMO gap (spin up / spin down) in eV: 6.937 / 6.740
LUMO (spin up / spin down) in eV: -0.9 / -1.1
<S²>: 6.01


(6)
C33H34BF4N7O2PRuS | ωB97M-V with the def2-TZVPD basis set

```
! RIJCOSX wB97M-V def2-TZVPD def2/J DEFGRID3
* xyz 0 2
Ru 0.05635 0.12804 0.67483
C -0.07276 -0.81119 -2.82506
C 1.27338 -0.90886 -2.19340
C 2.28410 -1.43060 -3.04583
C 3.50956 -1.72896 -2.56428
C 3.77146 -1.49548 -1.19661
C 5.00889 -1.84877 -0.61663
C 5.24917 -1.60672 0.70691
C 4.26230 -0.98323 1.48117
C 3.04490 -0.62728 0.94015
S 1.87152 0.18533 1.93570
C 2.75916 -0.89657 -0.42053
N 1.50202 -0.59340 -0.92693
H -0.26951 -1.73252 -3.37686
H -0.10398 0.01419 -3.53196
H -0.85320 -0.66998 -2.09940
H 2.02419 -1.60894 -4.08039
H 4.28032 -2.15591 -3.19455
H 5.75863 -2.31382 -1.24474
H 6.19438 -1.88093 1.15593
H 4.44661 -0.76570 2.52607
N -1.89202 0.15150 -0.32630
C -2.53694 -1.12878 -0.54787
C -3.66241 -1.20603 -1.35935
C -4.24594 -2.43666 -1.60588
C -3.70985 -3.59334 -1.04965
C -2.58611 -3.51292 -0.24719
C -1.99047 -2.27788 0.01296
P -0.48138 -2.07111 1.00182
C 0.65681 -3.36041 0.40047
C 0.62833 -3.75823 -0.93485
C 1.58094 -4.63762 -1.42653
C 2.57932 -5.12057 -0.59291
C 2.61619 -4.72746 0.73697
C 1.65992 -3.85400 1.23263
C -0.90482 -2.55304 2.70391
C -2.11941 -3.15748 3.02033
C -2.40341 -3.51359 4.33031
C -1.47986 -3.27088 5.33542
C -0.27591 -2.65392 5.03098
C 0.00697 -2.28801 3.72506
H -1.94468 0.70794 -1.18795
H -2.41488 0.66738 0.38498
H -4.05138 -0.30241 -1.81266
H -5.11648 -2.49650 -2.24565
H -4.16212 -4.55500 -1.25216
H -2.15140 -4.41423 0.16870
H -0.14427 -3.38503 -1.59554
H 1.54278 -4.94227 -2.46474
H 3.32431 -5.80508 -0.97776
H 3.39092 -5.10097 1.39392
H 1.69973 -3.55995 2.27277
H -2.86120 -3.33468 2.25482
H -3.35500 -3.97258 4.56463
H -1.70648 -3.54390 6.35783
H 0.43620 -2.42967 5.81406
H 0.92339 -1.75323 3.51016
O -0.08649 0.76911 3.80093
N -1.20658 0.83391 3.38511
O -1.36146 0.56434 2.11461
F -2.36792 1.65275 -2.68418
B -1.53716 2.43025 -3.55213
F -0.18466 2.10983 -3.19029
F -1.73288 3.78538 -3.28775
F -1.76598 2.08835 -4.86527
C 2.56375 6.17367 -0.22141
C 1.53151 5.99729 -1.32988
C 2.00018 4.98972 -2.37617
C 0.15596 5.63622 -0.76902
N 0.15159 4.36675 -0.04958
C 0.08905 3.13624 -0.54027
N 0.10656 2.30251 0.47388
N 0.20333 3.05345 1.59921
N 0.23139 4.28856 1.29075
H 3.51762 6.49842 -0.63837
H 2.73614 5.23276 0.30600
H 2.24307 6.91243 0.51474
H 1.38267 6.96137 -1.82660
H 2.25278 4.03115 -1.91610
H 2.89985 5.35341 -2.87364
H 1.23836 4.80702 -3.13621
H -0.57718 5.54532 -1.57108
H -0.18756 6.38388 -0.05610
H 0.00318 2.87459 -1.58349
*
```

Relative energy (zero: lowest compared OMol25 entry of this formula, charge and spin) in kJ/mol: 0.0
HOMO level (spin up / spin down) in eV: -7.935 / -8.615
HOMO-LUMO gap (spin up / spin down) in eV: 7.569 / 6.840
LUMO (spin up / spin down) in eV: -0.4 / -1.8
<S²>: 0.77